A molecular structure, C15H14ClHgIN3O8S. Source: OMol25; level of theory: ωB97M-V/def2-TZVPD.

Energy relative to the best compared isomer or geometry (same formula, charge and spin) (eV): 1.192
E_HOMO (alpha / beta) (eV): 1.0 / -3.1
HOMO-LUMO gap (alpha / beta) (eV): 3.26 / 7.36

Geometry as ORCA input:
```
! RIJCOSX wB97M-V def2-TZVPD def2/J DEFGRID3
* xyz -2 2
O -4.9030 0.7190 -2.8634
C 3.8753 -0.5224 -0.4702
H 0.1846 1.7758 -0.3842
C 0.6505 0.6750 3.2923
N -2.0033 0.8181 0.7174
N 1.0436 0.3384 -3.7169
C -3.2766 1.0893 1.1819
Hg -0.9808 -0.6474 -2.3808
H 1.2688 -2.8398 -0.0088
C -3.3882 0.6707 -1.0018
H 3.7742 -0.6314 1.6771
C 4.1354 -1.2426 0.8456
H 4.4332 -0.9504 -1.3037
H 2.3747 2.0162 0.6963
H 4.0553 0.5524 -0.4225
C -5.6483 1.2905 0.3120
H 3.3162 -3.0857 1.6982
O 2.1699 -1.5612 -2.2169
C -0.7878 0.9465 1.3549
C 1.7461 1.1856 2.5847
H -5.8977 1.1151 -1.6338
C 3.3134 -2.5251 0.7605
H 1.4313 -1.5445 1.2224
H 5.2007 -1.4392 1.0003
H 3.7119 -3.1682 -0.0298
C -0.5932 0.5560 2.7070
C 1.9158 -2.0578 0.3836
C 0.3219 1.4556 0.6404
O 0.6428 0.8964 -2.6226
O 0.3153 -0.5577 -4.2370
C -3.7391 0.4758 -2.4589
O 2.0659 0.7368 -4.2676
Cl -3.5521 1.6418 2.7778
H -1.4193 0.1517 3.2725
C -4.1803 1.0211 0.1307
C 1.5503 1.5832 1.2539
N -2.0750 0.5252 -0.6197
I -1.2863 -3.2085 -1.7223
O -2.8367 0.0806 -3.2641
H 0.7831 0.3516 4.3198
S 2.1010 -0.7947 -0.9363
O -6.1107 1.4880 1.4226
H 2.7166 1.2880 3.0557
O -6.4195 1.3325 -0.7461
*
```

A molecular structure, C15H14FeN6O6S. Source: OMol25; level of theory: ωB97M-V/def2-TZVPD.

E_HOMO (alpha / beta) (eV): -1.4 / -1.5
HOMO-LUMO gap (alpha / beta) (eV): 6.11 / 6.15

Geometry as ORCA input:
```
! RIJCOSX wB97M-V def2-TZVPD def2/J DEFGRID3
* xyz -2 5
H 1.8608 -4.4302 2.8972
C -2.5960 0.8029 2.3729
H -2.8422 1.2211 -1.8590
O 0.6824 1.4693 0.9521
C 0.1372 2.6466 -2.6479
H -2.9441 3.3844 -2.5200
H 2.1888 -4.5202 -0.1949
N 0.9682 -2.2129 2.5901
Fe 1.6192 -0.3402 0.1401
N 2.4296 -4.1602 -1.1168
H 2.7775 -2.3059 -1.8052
H 1.2549 -2.4729 -1.1407
H -1.3167 -1.3873 2.9056
H -4.3075 2.0947 2.2980
H 0.5898 3.5386 -3.0506
N 2.2408 -2.7391 -1.0598
C -1.7762 1.3562 -1.9940
C -0.6636 -0.6661 2.3981
C -2.5795 2.9372 1.3148
C -1.2636 0.5771 2.0262
C -3.2663 1.9559 2.0281
C -0.5393 1.5813 1.2897
C 0.9299 1.5812 -2.2464
C 2.2146 -2.5126 2.3898
C -0.9062 0.3333 -1.6537
O -0.4050 -1.6413 -0.5063
C -1.2409 2.5409 -2.4875
H 1.7796 -4.5963 -1.7787
H -3.1086 0.0376 2.9449
N 2.6204 -3.7637 2.8500
O 3.0355 2.2373 -3.1541
H -3.0859 3.8574 1.0428
N 0.4112 0.4609 -1.7578
O -2.0545 3.5991 -2.8282
S 3.4561 -1.5477 1.7059
C 2.4719 1.5654 -2.2857
O 2.9969 0.8227 -1.4213
N 0.5626 -0.9822 2.1646
C -1.3225 -1.0464 -1.1278
C -1.2662 2.7608 0.9604
H -0.7293 3.5225 0.4072
O -2.4511 -1.4640 -1.3977
H 3.4361 -4.0953 2.3556
*
```

A molecular structure, C15H14GaN5OS2. Source: OMol25; level of theory: ωB97M-V/def2-TZVPD.

E_HOMO (eV): -8.5
HOMO-LUMO gap (eV): 7.70

Geometry as ORCA input:
```
! RIJCOSX wB97M-V def2-TZVPD def2/J DEFGRID3
* xyz 0 1
C 1.5244 -0.6048 2.8422
N -0.0678 2.1693 0.2303
C -2.4476 -0.4550 -1.4052
C 3.8940 -1.3585 5.6351
H -1.0548 -2.0157 -1.9211
C 3.6728 -1.1905 1.9133
C 2.3442 -0.8122 1.7210
N -0.0018 4.9080 0.0120
C 5.5880 -1.7475 3.3212
O -1.8360 -0.1106 -0.1832
H -2.2101 6.0085 0.2104
S 1.8130 -0.6395 0.0416
H -2.4359 -2.5636 -0.9565
H -2.5053 0.2446 -3.4580
S -0.1691 -0.1234 2.7626
H -2.6482 -2.1954 -2.6779
H -0.9465 0.4645 -2.6464
N 6.6961 -2.0367 3.4166
N -2.2917 5.0082 0.2276
H 4.3091 -1.3481 1.0520
H -2.1119 2.3153 0.4178
H 1.9919 2.1911 0.0190
C -2.1311 -1.8967 -1.7630
H 1.4364 -0.6489 4.9823
H -3.5255 -0.3615 -1.2410
C -1.1536 4.2661 0.1813
C -2.0321 0.5057 -2.5089
H 2.0383 4.7063 -0.1838
C 4.2021 -1.3702 3.1792
H -2.3078 1.5321 -2.2590
C 1.0994 2.7985 0.0629
C 2.0656 -0.7982 4.1148
C 1.1059 4.1733 -0.0457
H -3.1784 4.5915 0.4376
Ga -0.2350 0.0992 0.5422
C 3.3830 -1.1745 4.2975
N 4.2960 -1.4921 6.7033
C -1.1889 2.8675 0.2912
*
```

A molecular structure, C15H14N2O2S2V. Source: OMol25; level of theory: ωB97M-V/def2-TZVPD.

E_HOMO (alpha / beta) (eV): 2.0 / -1.1
HOMO-LUMO gap (alpha / beta) (eV): 3.03 / 5.95

Geometry as ORCA input:
```
! RIJCOSX wB97M-V def2-TZVPD def2/J DEFGRID3
* xyz -2 4
C 0.6082 2.6190 -3.9180
H -0.8570 -0.5810 -4.6063
H -2.4858 -1.6991 5.2164
S -1.3954 -0.1168 0.0898
H -2.2040 1.0744 -3.1197
C 0.5174 0.1855 3.5832
H 0.3665 3.4369 -4.6037
N 1.5068 0.9417 -1.5422
C -0.3716 0.1672 1.3925
H 2.1459 -2.1055 -1.8110
C 0.5448 -0.0836 4.9581
H -0.2814 -2.8570 -0.9088
H 1.3933 0.2312 5.5597
C -0.5735 -0.2115 2.8091
H -2.4624 -1.1876 2.7505
H -0.5542 -0.9829 6.5890
O 1.8145 2.4041 2.8280
H 2.2407 1.5960 -1.2641
C -1.4371 1.6432 -2.5721
C 1.1914 -1.7755 -2.2107
H 1.6743 2.3788 -3.8919
O 2.9136 0.2681 2.3726
C -0.2474 1.9165 -3.1578
C -0.0915 -2.1850 -1.7430
H -2.1385 -1.9405 -2.6516
V 0.0793 0.1306 -1.8698
C -0.3996 -0.9853 -3.7089
H 1.7919 -0.7200 -4.1196
C -1.6423 -1.1735 4.7678
C 1.0073 -1.0472 -3.4444
C -1.0754 -1.7079 -2.6736
N 0.7513 0.7975 1.1698
C -1.6447 -0.8946 3.3989
C -0.5443 -0.7626 5.5317
S 1.7022 1.0164 2.5171
H -1.8433 2.2099 -1.7167
*
```

A molecular structure, C15H14N2O4. Source: OMol25; level of theory: ωB97M-V/def2-TZVPD.

Energy relative to the best compared isomer or geometry (same formula, charge and spin) (eV): 17.806
E_HOMO (eV): -7.7
HOMO-LUMO gap (eV): 7.72

Geometry as ORCA input:
```
! RIJCOSX wB97M-V def2-TZVPD def2/J DEFGRID3
* xyz 0 1
C -1.0715 0.4508 -2.4036
C -1.4635 0.6150 -5.0067
C 0.5079 -0.3665 2.9225
O -0.3339 0.2658 -4.6010
H -1.4024 0.6055 -5.9961
N 2.1261 -0.3259 1.5460
O 1.8961 -0.2323 2.7627
H -3.0049 0.6816 4.1513
C 0.7979 -0.0381 0.8783
C -0.1871 -0.5551 6.5893
C 0.5392 -0.4983 5.5008
C 2.3157 0.1435 -4.9440
N -0.0272 0.0135 1.7676
H 3.6382 0.2242 -5.2050
C -2.6089 -0.0913 3.8844
C 0.6005 -0.0808 -0.5587
H -2.1086 -0.3728 -4.7721
H 1.9407 -0.6295 5.6514
H 2.0538 1.0684 -5.2827
H -3.1974 -0.9967 4.0417
O -1.2929 -0.6702 6.0012
H 1.9411 -0.4462 -5.4592
H -2.0487 0.3779 -2.6899
O 2.6350 0.0328 -3.6299
H -0.1262 -0.5142 7.4944
C -1.2777 -0.1353 4.6289
C 1.5689 0.0092 -1.3856
C 0.0980 -0.3123 4.3162
H -1.6712 0.1241 -0.2962
C 1.6013 0.1557 -2.8148
C -0.7143 0.0168 -0.9890
C -0.0083 0.3389 -3.3037
H 2.4747 -0.0184 -1.0536
H -1.8801 1.3878 -4.5047
H -2.3103 -0.2278 2.7597
*
```

A molecular structure, C15H14N4O2PdS. Source: OMol25; level of theory: ωB97M-V/def2-TZVPD.

Energy relative to the best compared isomer or geometry (same formula, charge and spin) (eV): 0.619
E_HOMO (alpha / beta) (eV): -6.4 / -8.0
HOMO-LUMO gap (alpha / beta) (eV): 5.66 / 6.54

Geometry as ORCA input:
```
! RIJCOSX wB97M-V def2-TZVPD def2/J DEFGRID3
* xyz 0 3
H 3.2902 -5.4137 2.9999
O 0.7533 2.0526 -0.5009
C 0.4801 -1.9064 1.8249
C -1.6902 1.2253 3.5950
C 1.2949 -5.6342 3.7513
C 0.7705 -3.2067 2.4580
H -1.7152 1.9319 1.5663
C -0.2345 -3.8795 3.1606
H 2.7287 -3.8547 -1.8356
C 2.0401 -3.7894 2.3960
C -0.2602 -0.8760 2.5024
H 1.5010 -6.5671 4.2597
C -0.2940 2.2835 -1.1558
H -2.2571 2.0535 3.9943
Pd -0.1279 -0.1154 -0.2504
H -0.7744 -5.5971 4.3154
C -1.2246 0.2024 4.4257
H -1.3676 3.5379 -2.5026
H 2.0339 -3.1193 -3.2267
C -1.3973 1.1567 2.2523
C 0.0237 -5.0825 3.7956
N -0.7219 0.1419 1.7182
N 1.5516 -2.4699 -0.1735
O -1.2471 1.4489 -1.1645
N 2.2871 -3.0554 -2.2585
C -0.4330 3.5589 -1.9494
N 0.8840 -1.5806 0.5842
H -1.2360 -3.4693 3.1789
H 2.8206 -3.2923 1.8434
S 0.4731 -1.0960 -2.2477
H -1.4253 0.2361 5.4882
C 2.2975 -4.9842 3.0460
H -0.4178 4.4157 -1.2764
H -0.1066 -1.6138 4.5210
C -0.5024 -0.8344 3.8874
H 0.4107 3.6473 -2.6317
C 1.4991 -2.2913 -1.4541
*
```

Sequential total energy output: -72264.143, -82233.347, -99329.239, -70210.427, -26934.728, -40152.017 eV